(1)
Formula: C29H28N4O4
Source: the Open Molecules 2025 dataset
Level of theory: ωB97M-V/def2-TZVPD

```
65
Properties=species:S:1:pos:R:3:forces:R:3
C -1.181502 2.692047 -0.698046 -0.038 -0.371 -0.230
N -0.706435 3.541236 0.364601 -0.129 -0.025 0.120
C -1.619271 3.752561 1.469342 0.066 0.328 0.329
C -2.014691 2.482140 2.177901 -0.086 -0.036 -0.061
C -3.287996 2.365942 2.719952 0.051 0.054 -0.076
C -3.650977 1.232252 3.425165 -0.090 -0.048 0.093
C -2.746199 0.197383 3.585348 -0.030 -0.027 0.097
C -1.481791 0.300228 3.031688 0.055 -0.011 0.071
C -1.112666 1.438185 2.337399 -0.002 0.048 0.010
C 0.488857 4.154166 0.385626 -0.056 0.179 0.104
O 0.808344 4.980670 1.230911 0.195 0.145 -0.005
C 1.446144 3.861447 -0.711368 0.287 -0.589 -0.064
N 2.085206 4.903011 -1.323692 -0.142 -0.054 0.101
C 2.975272 4.379678 -2.195750 0.071 0.081 -0.097
N 2.961006 3.078936 -2.173678 0.205 -0.207 -0.157
C 2.024228 2.722047 -1.242665 -0.315 0.927 0.179
C 1.819643 1.308444 -0.876566 0.276 -0.111 -0.020
O 1.098675 0.958294 0.040804 -0.125 0.079 0.147
N 2.560456 0.480739 -1.646952 0.235 -0.036 -0.247
C 2.512369 -0.959681 -1.604984 -0.279 -0.085 0.320
C 2.739829 -1.483857 -0.166002 -0.021 -0.094 -0.107
C 2.661960 -2.980463 -0.085054 0.118 -0.029 0.191
C 1.585765 -3.593195 0.542181 0.102 0.048 0.018
C 1.497753 -4.972435 0.603023 -0.072 -0.072 0.028
C 2.489022 -5.756523 0.039800 -0.045 -0.112 0.002
C 3.571396 -5.154300 -0.578436 0.094 -0.032 -0.071
C 3.657024 -3.775654 -0.639038 -0.054 0.003 0.076
C 1.191458 -1.526004 -2.133180 0.419 -0.189 -0.301
O 1.054289 -2.682851 -2.436283 -0.044 0.009 -0.009
O 0.246378 -0.600047 -2.224985 -0.128 0.409 -0.004
C -1.069512 -1.030417 -2.600366 -0.297 -0.350 -0.142
C -1.905826 -1.277709 -1.373056 0.132 0.096 -0.157
C -2.882854 -0.372509 -0.982718 0.041 -0.113 -0.067
C -3.616616 -0.589092 0.170002 -0.115 0.051 0.040
C -3.377801 -1.712355 0.941911 -0.075 -0.004 -0.004
C -2.405179 -2.619169 0.557163 0.030 -0.066 0.023
C -1.672265 -2.406084 -0.596547 -0.012 -0.026 -0.016
H -0.647046 2.905803 -1.622152 -0.077 -0.022 0.008
H -1.042610 1.638329 -0.449095 -0.087 0.079 -0.064
H -2.245035 2.887454 -0.845885 -0.012 0.035 -0.044
H -2.516779 4.266314 1.101443 0.085 -0.036 0.047
H -1.107009 4.419945 2.171767 -0.181 -0.072 -0.165
H -3.997728 3.173103 2.598743 -0.069 0.081 -0.036
H -4.641864 1.158288 3.850017 -0.075 -0.008 0.039
H -3.025628 -0.685120 4.142149 -0.029 -0.088 0.028
H -0.774024 -0.507161 3.145592 0.074 -0.089 -0.002
H -0.125387 1.509058 1.909031 0.113 0.007 -0.098
H 1.928836 5.872725 -1.096202 0.046 -0.055 -0.001
H 3.605208 4.973237 -2.827542 0.092 0.213 -0.090
H 3.087477 0.937164 -2.378039 -0.026 -0.045 0.040
H 3.302509 -1.353371 -2.252851 -0.168 0.080 0.066
H 3.725760 -1.136613 0.153350 -0.054 0.055 -0.008
H 1.987273 -1.031403 0.479922 0.149 -0.032 -0.029
H 0.811476 -2.981440 0.983622 -0.082 0.079 0.039
H 0.651865 -5.437133 1.089078 -0.065 -0.041 0.049
H 2.419336 -6.833582 0.082620 -0.001 -0.080 0.009
H 4.350046 -5.761696 -1.016678 0.061 -0.047 -0.028
H 4.506038 -3.311713 -1.121430 0.107 0.057 -0.061
H -1.482642 -0.220219 -3.205143 0.057 -0.104 0.069
H -0.977402 -1.944201 -3.198419 -0.055 0.239 0.045
H -3.076288 0.498989 -1.591221 -0.007 0.118 -0.065
H -4.371853 0.121761 0.470250 -0.061 0.076 0.045
H -3.952323 -1.880701 1.839896 -0.041 -0.006 0.082
H -2.218336 -3.499024 1.155196 0.011 -0.096 0.060
H -0.917364 -3.115854 -0.901469 0.074 -0.069 -0.045
```
Forces are in eV/Å.

Computed properties:
LUMO level	0.6033	eV
2S+1	1
Kohn-Sham gap	9.4	eV
energy relative to the best compared isomer or geometry (same formula, charge and spin)	94.96	kJ/mol

---

(2)
Formula: C32H93N9O12
Source: the Open Molecules 2025 dataset
Level of theory: ωB97M-V/def2-TZVPD

```
146
Properties=species:S:1:pos:R:3:forces:R:3
C -3.338602 -0.269104 -3.008713 -0.314 0.200 0.727
C -4.039851 1.072267 -2.900241 -0.245 0.780 -0.214
C -3.097302 2.242976 -2.364014 -0.272 -1.757 0.106
O -1.914293 2.422879 -3.115421 -1.172 -0.953 -1.276
C -0.815438 2.896409 -2.364368 -3.949 -0.392 -1.965
N -4.551425 1.341989 -4.236359 0.891 0.311 -0.589
H -2.428374 -0.120311 -3.589621 -0.096 -0.608 0.151
H -4.027648 -1.016930 -3.401232 0.083 0.269 -0.634
H -3.163807 -0.652255 -2.003355 0.810 0.136 0.075
H -4.884606 0.893414 -2.235030 -0.111 0.624 0.248
H -2.846018 1.846819 -1.380143 0.844 0.831 -0.242
H -3.604812 3.202307 -2.263042 -0.468 -0.127 -0.012
H -0.506623 2.235504 -1.554476 -2.371 -0.710 -1.385
H -1.222895 3.782140 -1.876971 2.275 -0.179 -1.241
H -0.090644 3.154349 -3.136548 0.407 -0.199 0.116
H -4.955994 2.256528 -4.377981 -0.625 0.296 0.668
H -3.638673 1.531445 -4.625070 0.256 -0.290 -1.462
C -1.622002 -2.976991 6.103165 -0.783 0.475 1.060
C -2.664506 -3.379546 5.080520 -0.200 -0.214 -0.593
C -2.831832 -2.555841 3.803659 -0.057 -0.893 -0.414
O -1.659883 -2.649407 2.981058 -4.391 0.590 -0.118
C -1.972523 -2.066273 1.667106 -0.081 -1.711 4.501
N -2.398759 -4.772062 4.768395 0.586 -0.593 -0.142
H -1.699121 -3.698986 6.916108 0.201 -0.265 -0.085
H -1.957743 -2.067878 6.602073 0.350 0.480 -0.209
H -0.570888 -2.933542 5.817901 -0.494 0.172 -0.297
H -3.653251 -3.359059 5.538843 -0.033 0.204 0.331
H -3.217190 -1.540137 3.892828 0.568 0.536 0.483
H -3.662325 -3.026985 3.277907 -0.200 -0.350 -0.258
H -2.315996 -1.031929 1.682945 1.981 -2.348 2.441
H -2.780129 -2.654564 1.231472 -0.372 0.022 0.390
H -1.149902 -2.262785 0.979515 0.039 0.318 4.760
H -2.926916 -5.163264 4.001511 -0.505 0.232 -0.059
H -1.446384 -4.816579 4.435088 0.230 -0.235 0.044
C 2.147235 4.702551 -3.950102 0.391 -1.191 -0.083
C 2.228423 5.195609 -2.459204 0.045 0.374 -0.485
C 2.930054 4.286204 -1.397488 -0.065 -1.393 -3.583
O 2.441916 2.938014 -1.666455 0.782 -0.087 1.136
C 1.182877 2.583003 -1.121421 2.654 2.548 -0.128
N 2.958678 6.476047 -2.522289 -1.344 -0.072 0.902
H 2.620551 5.324890 -4.709545 0.205 0.677 0.549
H 1.174089 4.528853 -4.409351 -0.505 0.255 0.673
H 2.637033 3.746453 -4.134693 0.236 -0.270 0.521
H 1.212408 5.250282 -2.068278 -0.311 1.006 -0.312
H 2.987444 4.609583 -0.358152 -0.600 -0.036 0.006
H 3.925202 4.329351 -1.840110 0.543 -0.684 0.700
H 0.860800 1.583227 -1.412680 2.426 4.884 -1.387
H 0.412808 3.203214 -1.580164 3.234 1.344 1.978
H 1.091033 2.529843 -0.036597 0.999 0.167 -0.616
H 3.315134 6.608205 -1.586577 0.521 0.651 -0.148
H 3.692316 6.473999 -3.216465 0.097 -0.215 0.246
C 3.050258 -0.396729 -1.726130 -1.861 0.014 -1.129
C 4.343703 -1.067969 -1.535156 -0.074 -1.967 0.639
C 4.319651 -2.665012 -1.643221 -0.804 1.943 1.799
O 3.391305 -2.938672 -0.601237 -0.687 -1.599 0.908
C 3.279777 -4.324088 -0.129083 0.710 1.667 -0.831
N 5.222733 -0.628842 -2.564588 0.846 0.805 -0.789
H 2.666849 -0.669971 -2.709210 0.099 -0.310 0.067
H 3.140237 0.687754 -1.788465 0.318 0.163 0.472
H 2.185786 -0.628168 -1.103856 2.668 0.263 -0.525
H 4.585273 -0.757716 -0.518549 1.126 -0.477 0.018
H 5.323417 -3.028912 -1.423820 0.091 -0.100 0.033
H 3.952665 -3.103835 -2.571045 0.031 0.367 -0.389
H 3.640350 -4.927102 -0.962430 -0.029 -0.581 0.457
H 2.257419 -4.583160 0.146178 -0.198 0.207 -0.437
H 3.858742 -4.392199 0.791929 0.403 -0.391 -0.177
H 4.571802 -0.619358 -3.336794 0.352 -0.312 -1.006
H 5.335083 0.369430 -2.460024 0.563 0.396 0.305
C 1.411351 -3.810605 4.809799 -0.395 0.103 -1.015
C 1.768220 -2.841579 3.628115 0.744 -0.617 1.216
C 0.557349 -1.976993 3.194584 6.495 -5.891 0.852
O 1.054742 -1.107000 2.076456 -5.762 -5.453 -0.071
C 1.169848 -1.719788 0.756669 -0.428 -1.783 1.553
N 2.927056 -2.119329 4.146004 -0.295 -0.483 -0.263
H 0.432158 -4.271899 4.681389 -0.023 0.102 0.058
H 1.429175 -3.230835 5.732640 -0.167 -0.039 0.084
H 2.095439 -4.646254 4.957531 0.348 0.301 -0.358
H 2.124434 -3.410850 2.769545 -0.137 -0.210 -0.099
H 0.192044 -1.469965 4.087655 1.368 -1.204 -0.406
H -0.134180 -2.730772 2.818157 1.110 0.856 -0.003
H 0.135380 -1.877384 0.451469 1.917 -0.138 -0.338
H 1.716565 -2.662442 0.781377 -0.084 0.232 0.260
H 1.757680 -0.998454 0.189016 -0.101 -0.933 1.621
H 3.242374 -1.436554 3.471847 -0.001 0.460 0.436
H 2.630041 -1.704710 5.017765 0.410 0.548 0.019
C -3.029672 0.345717 1.148014 -2.323 2.622 -0.605
C -4.112988 1.118635 0.381176 -0.969 0.137 0.677
O -5.376953 0.481593 0.587271 -0.150 -0.212 -0.287
H -3.298558 0.300254 2.203354 -0.303 0.238 0.110
H -2.073086 0.846991 1.000557 -1.599 -0.151 1.438
H -2.912424 -0.692729 0.838196 -1.985 2.180 -2.019
H -3.952399 1.332189 -0.675571 -0.157 -1.134 0.906
H -4.306787 2.132274 0.731989 0.522 0.061 0.677
H -5.508592 -0.148917 -0.124585 -0.104 -0.152 -0.023
C -1.299099 -3.383768 -0.325474 -0.545 -0.426 -1.561
C -1.179718 -3.351478 -1.800286 2.266 -0.819 -1.433
O -0.117216 -2.519571 -2.363337 0.553 -10.728 0.715
H -0.481536 -3.801765 0.261880 0.304 0.005 -0.278
H -2.179674 -3.978432 -0.082466 -0.107 -0.135 0.058
H -1.537807 -2.385799 0.042162 -0.353 -2.430 -4.169
H -2.193396 -3.179098 -2.161990 -0.016 0.607 -0.588
H -0.957365 -4.387492 -2.055878 0.021 -0.174 -0.676
H -0.399264 -1.601956 -2.367863 -1.138 -1.103 0.390
C -2.059209 4.112291 -0.097370 -1.396 1.137 1.150
C -1.057282 3.213627 0.526549 0.271 1.736 0.989
O -1.067968 3.377428 1.957685 -2.516 5.411 -0.801
H -3.017701 3.958827 0.398468 -0.382 -0.199 -0.443
H -2.096542 4.063985 -1.185668 -1.579 0.472 1.860
H -1.837627 5.146959 0.164272 0.334 0.131 -0.024
H -0.074445 3.540989 0.187485 -0.756 0.016 0.328
H -1.124969 2.130039 0.429795 -0.844 1.388 -1.797
H -0.601995 2.592633 2.255291 0.558 3.037 -0.761
C -0.787622 -0.177904 -0.017699 0.855 -0.145 -1.080
C 0.213415 -0.192923 -1.124947 -2.144 -1.466 -1.032
O -0.530357 -0.574368 -2.297624 -7.153 1.841 11.488
H -1.591338 0.536280 -0.196812 1.213 -0.690 -1.505
H -0.344216 0.079975 0.944060 -0.320 -0.831 -1.763
H -1.216060 -1.161756 0.173594 0.104 2.374 -1.734
H 1.044493 -0.866429 -0.915676 -2.898 0.125 -1.590
H 0.702814 0.775480 -1.228729 -1.390 -5.226 0.770
H -0.101345 -0.322253 -3.118588 -1.932 -4.001 1.210
C 0.796795 0.600917 -5.653121 -0.115 -0.716 -1.570
C 1.311253 0.285072 -4.276286 2.620 -0.640 -3.391
O 0.246017 0.497969 -3.484519 7.070 13.460 -8.843
H 0.591606 1.666777 -5.752796 0.260 0.023 -0.314
H -0.143799 0.085851 -5.848289 -0.515 0.099 0.820
H 1.289528 0.147246 -6.513052 1.096 0.706 0.056
H 2.175314 0.865723 -3.953267 -0.018 0.361 -0.261
H 1.649267 -0.745691 -4.169658 -0.446 -0.228 -0.219
H 0.258501 1.450844 -3.368390 -1.171 0.276 0.483
C 2.857244 1.024859 1.589026 -1.041 0.526 -0.239
O 3.801046 1.557948 1.141499 5.427 4.308 -2.243
N 2.931498 -0.211026 1.886259 5.191 -2.759 1.136
N 1.677517 1.608569 1.685233 6.079 1.972 0.859
H 2.065560 -0.723765 1.971992 3.329 0.950 1.322
H 3.838716 -0.631641 1.744288 -0.055 0.302 -0.375
H 1.815224 2.608992 1.668190 -0.341 -0.012 -0.018
H 0.745483 1.241617 1.814612 4.119 -1.430 -0.102
C -0.695285 1.069500 2.787101 -1.925 -1.471 1.278
O -0.280172 1.528346 1.685006 -7.344 -5.121 3.636
N -1.368339 1.750419 3.678010 -1.505 2.235 2.423
N -0.542007 -0.145707 3.212137 -2.216 0.531 0.229
H -1.461800 1.338212 4.595304 -0.146 0.310 -0.284
H -1.713637 2.680901 3.490758 -0.057 0.062 0.174
H -0.966597 -0.551739 4.033696 -0.883 1.389 -0.130
H -0.210817 -0.903686 2.632581 -1.999 2.820 -0.863
```
Forces are in eV/Å.

Computed properties:
LUMO level	0.0279	eV
2S+1	1
Kohn-Sham gap	8.0	eV

---

(3)
Formula: C4H14NOS
Source: the Open Molecules 2025 dataset
Level of theory: ωB97M-V/def2-TZVPD

```
21
Properties=species:S:1:pos:R:3:forces:R:3
C -0.101520 1.432031 -0.527945 0.735 0.169 -0.173
C 0.280047 0.370899 -1.572841 -0.047 -0.800 1.588
C 1.289801 -0.711715 -1.039074 -0.066 1.023 -0.262
S 0.997722 -1.320629 0.632338 -0.664 -0.696 -0.262
C -0.570086 -2.278536 0.339619 0.766 1.018 0.087
N 1.127095 1.881462 0.328993 -2.335 -1.259 -0.195
H -0.792119 1.056671 0.226816 -0.012 -0.139 -0.093
H -0.534865 2.334046 -0.952551 0.090 -0.039 -0.199
H -0.652813 -0.181352 -1.696629 -0.051 0.191 -0.622
H 0.620512 0.797980 -2.509873 -0.012 0.006 -0.099
H 1.320763 -1.530745 -1.750466 0.006 -0.157 0.009
H 2.309483 -0.321808 -0.980957 0.018 0.064 -0.183
H -0.736449 -2.863482 1.233940 -0.182 -0.057 0.106
H -1.349748 -1.542689 0.168469 -0.303 -0.259 0.136
H -0.457198 -2.926868 -0.521034 0.168 -0.106 -0.050
H 1.967129 2.018298 -0.219963 0.176 0.341 0.215
H 1.162362 1.060025 0.963760 0.797 0.225 -0.039
H 0.761082 2.669569 0.853724 0.799 0.441 0.092
H -3.002166 0.120083 2.417250 -0.215 -0.180 0.259
H -1.521280 -0.336388 2.516528 -0.021 -0.358 0.402
O -2.117752 0.273148 2.089896 0.354 0.574 -0.717
```
Forces are in eV/Å.

Computed properties:
LUMO level	-3.2546	eV
2S+1	1
Kohn-Sham gap	9.5	eV
charge	+1
energy relative to the best compared isomer or geometry (same formula, charge and spin)	67.35	kJ/mol

---

In eV, the E_HOMO values for the records above are, in order, -8.784; -7.972; -12.798.